Here is a structure of composition C16H30B4F12N3O3V from the Open Molecules 2025 dataset. Energies are from wB97M-V/def2-TZVPD.

Atoms and positions in Å:
V: -1.6441 -2.2900 -1.2273
F: 1.5224 -4.5222 1.0704
F: -0.3766 -3.3045 -2.7855
F: 0.3468 -4.2435 -4.4762
F: -0.4690 -0.1113 0.2659
F: -0.5700 -4.3881 1.7114
F: 0.0162 -1.9745 -4.6015
F: 1.4685 -1.0518 0.6892
F: -1.7521 -3.2985 -4.6025
F: -0.1554 -3.6834 -0.3475
F: 1.3241 0.7805 -0.7558
F: -0.0379 -5.8886 0.0865
F: 0.6088 -1.2112 -1.4059
O: -2.3111 -1.0736 -2.0647
O: 2.6525 -0.9149 3.4543
O: -2.4372 -2.2016 0.2192
N: 2.6303 5.3949 -1.5708
N: -3.4241 1.7863 -1.0300
N: -0.0718 -1.9164 2.9095
C: -2.6998 1.8810 0.1064
C: 1.5383 -3.5923 3.8907
C: 3.6194 6.3837 -1.9775
C: 0.5919 4.8591 -0.3681
C: 2.5154 4.2591 -2.2765
C: -2.9851 2.3735 -2.1756
C: 3.9245 -0.5722 3.8407
C: -0.9601 3.0614 -1.0454
C: 1.3630 3.4832 -2.1081
C: 1.7068 5.6735 -0.6004
C: -1.6998 2.9192 -2.2215
C: -1.4158 2.4688 0.0567
C: 0.7556 -2.3493 4.1660
C: 0.3360 3.7489 -1.1317
C: 1.7572 -1.1982 4.5233
C: -4.8343 1.1925 -0.9985
B: 0.7620 -0.3997 -0.2529
B: -0.4278 -3.1429 -4.0813
B: -3.1277 -4.1568 -2.0646
B: 0.1884 -4.6247 0.6168
H: -2.6483 -4.2586 -1.1034
H: -5.0867 0.7510 -0.0344
H: -4.8432 0.3904 -1.7364
H: 4.4879 -0.1531 3.0069
H: -2.5944 -4.8085 -2.7393
H: 0.5014 -1.4938 2.1933
H: 4.5739 5.9935 -1.6242
H: -1.3175 3.3341 -3.1424
H: -4.1560 -4.4453 -1.9110
H: 3.6067 6.4124 -3.0670
H: 2.2572 -3.7846 4.6871
H: 3.3166 7.3103 -1.4897
H: 1.3169 -0.2215 4.7239
H: 3.1678 4.0579 -3.1133
H: -3.6852 2.2738 -2.9920
H: 4.5805 -1.3687 4.1918
H: 0.0525 -2.5314 4.9788
H: -0.1603 5.1882 0.3335
H: 0.8774 -4.4436 3.7277
H: -0.4657 -2.7025 2.4126
H: -3.1291 -3.1604 -2.4788
H: 3.7329 0.3181 4.4396
H: 1.1909 2.6059 -2.7140
H: -0.9182 2.4922 1.0149
H: -3.1011 1.5019 1.0347
H: 2.4568 -1.3996 5.3345
H: 2.0964 -3.3699 2.9813
H: 1.9137 6.6119 -0.1074
H: -0.6942 -1.1591 3.1529
H: -5.5577 1.9037 -1.3972

Forces on atoms 1 to 2 (eV/Å):
-2.2 1.5 0.6
-0.2 0.4 -0.8

Computed properties:
* HOMO (spin up / spin down): -12.1802 / -12.1801 eV
* LUMO (spin up / spin down): -5.27 / -6.91 eV
* expectation value of S²: 0.760
* net charge: +1
* spin multiplicity: 2

---

Here is a structure of composition C16H30ClF3O16P2SSi2 from the Open Molecules 2025 dataset. Energies are from wB97M-V/def2-TZVPD.

Atoms and positions in Å:
Cl: -1.2632 -4.3041 -1.0350
S: 0.5978 0.6777 -0.6289
P: -0.0186 -2.6536 -0.9198
P: -3.9708 0.4328 -3.5088
Si: -4.3824 -0.7825 -1.6366
Si: -1.6952 -1.1500 -0.4151
F: 7.9588 1.3183 -3.7700
F: 11.1769 1.8778 1.0892
F: -8.1479 -1.3361 4.7801
O: -6.4249 -1.1284 6.2265
O: -6.0448 0.5691 1.8577
O: -2.9122 -0.4357 -4.3683
O: 7.0024 0.8467 0.0314
O: 5.9926 2.3849 -3.4517
O: -5.3283 0.3522 -4.3807
O: -3.0874 -1.6713 -1.1716
O: -0.7815 -0.7289 2.0481
O: -4.9208 -2.4388 5.2408
O: 3.7907 2.8266 -3.6832
O: -3.5654 1.8177 -3.2190
O: 0.5386 -2.9683 0.6090
O: 8.6011 -0.3984 1.0107
O: 8.9648 1.7643 0.6536
O: 4.5725 0.7263 -3.8704
O: -4.5355 -1.6868 7.3299
C: 8.0817 0.7438 0.5134
C: -4.9615 0.4290 -0.3438
C: -5.7509 -0.2773 0.7518
C: 10.0103 1.3410 1.5092
C: -6.8039 -1.1903 4.8654
C: 9.9722 -0.1677 1.3455
C: 1.2424 2.0191 -1.6985
C: -5.2209 -1.7493 6.3686
C: -0.8932 -0.5977 3.4492
C: -2.0129 -1.0720 1.4384
C: -1.1404 0.4972 -1.1094
C: 5.8805 0.1568 -3.9479
C: 0.3189 2.5089 -2.7989
C: 4.6939 2.0600 -3.6743
C: -6.0576 -2.4171 4.3775
C: 6.7219 1.1920 -3.2247
H: -1.7237 1.3484 -0.7514
H: 10.2349 -0.7228 2.2402
H: -5.7394 -2.3574 3.3413
H: -1.2174 0.4415 -2.1968
H: -5.1843 -1.1203 1.1584
H: -2.7803 -0.3251 1.6984
H: -6.1418 1.4729 1.5293
H: -0.5724 2.9980 -2.4059
H: -6.5163 -0.2640 4.3656
H: 0.8666 3.2252 -3.4125
H: 0.1099 -0.4507 3.8445
H: -6.6799 -0.6796 0.3333
H: -5.2869 -0.2804 -5.1114
H: 1.1692 -2.2822 0.8787
H: 1.4859 2.8420 -1.0266
H: -1.5125 0.2659 3.7189
H: -5.6001 1.1581 -0.8579
H: -4.1270 0.9844 0.0946
H: -1.3293 -1.5002 3.8927
H: 5.8861 -0.8243 -3.4834
H: -2.6191 0.0585 -5.1517
H: 6.1848 0.0867 -4.9937
H: 2.1731 1.6648 -2.1357
H: -6.6590 -3.3132 4.5407
H: -0.0074 1.7004 -3.4538
H: -5.4761 -1.7226 -1.9593
H: 10.6061 -0.4685 0.5099
H: 6.8228 1.0325 -2.1523
H: 9.8041 1.6987 2.5193
H: -2.3689 -2.0543 1.7873

Forces on atoms 1 to 2 (eV/Å):
-0.1 -0.1 0.0
0.0 0.0 0.0

Computed properties:
* HOMO: -8.1033 eV
* LUMO: 0.26 eV
* net charge: 0

---

Here is a structure of composition C16H30F12Mg2O18S4 from the Open Molecules 2025 dataset. Energies are from wB97M-V/def2-TZVPD.

Atoms and positions in Å:
S: 3.1996 4.5830 0.7442
S: -5.6140 -2.7375 2.3418
S: -2.4143 -0.4048 0.6341
S: -1.3456 -1.6626 -4.0058
Mg: -1.2294 -3.1530 -1.0320
Mg: -5.7378 0.0081 0.3796
F: -0.1773 0.7863 0.1584
F: -4.0662 -1.7441 -4.0034
F: -3.9061 -4.4405 3.6214
F: -1.7195 1.3312 -1.2389
F: -3.2769 -0.2887 -5.4105
F: -1.8782 2.1871 0.6709
F: -3.8827 -2.4992 4.4437
F: 3.5833 2.3946 -0.6703
F: 1.5193 3.0498 -0.4822
F: 2.9690 3.9425 -1.8451
F: -2.9694 -2.8105 2.4951
F: -3.1201 0.0468 -3.1724
O: -1.2242 -2.0854 -2.5792
O: 3.5783 2.2175 5.4099
O: 2.8171 3.8467 1.9757
O: -1.7510 -1.5645 0.0281
O: -1.1926 -2.8139 -4.8973
O: -5.4013 -1.3345 1.9048
O: 4.6516 4.8421 0.6321
O: -0.3318 1.6872 -5.7148
O: -2.4060 -0.3325 2.0758
O: -0.9666 -4.2430 0.6169
O: 1.2196 2.6776 3.9503
O: 2.4636 5.8185 0.5259
O: -3.7681 -0.2694 0.1382
O: 0.7309 -2.4956 -0.7277
O: -5.7261 -3.5797 1.1432
O: 1.9173 0.7025 -4.8138
O: -6.6960 -3.0453 3.3156
O: -0.5066 -0.5705 -4.4909
C: 2.3426 2.2536 6.1964
C: -1.4900 1.0849 0.0159
C: 2.7635 3.3592 -0.7164
C: -3.1120 -0.8238 -4.1980
C: -1.5328 -5.3032 1.3453
C: 3.2980 0.3319 -4.7893
C: 1.7026 2.0144 -4.3231
C: -3.9555 -3.1819 3.2896
C: 0.2356 2.2510 3.0335
C: 1.0806 2.0967 5.2268
C: 0.1628 2.3462 -4.4692
C: 1.3049 -3.3466 0.2718
C: 1.6953 -1.8068 -1.4987
C: 4.6222 1.6974 6.3422
C: 0.2027 -3.8080 1.2911
C: -1.6250 2.1249 -6.1691
H: 0.7632 -4.4684 1.9528
H: 5.6033 1.8572 5.8950
H: -0.4221 1.9442 -3.6419
H: 4.5287 2.2199 7.2943
H: -0.1453 -2.9821 1.9115
H: -2.5201 -5.4430 0.9051
H: 1.9160 -4.1678 -0.1029
H: 3.8682 0.4617 -5.7092
H: 0.0431 3.4296 -4.4629
H: 3.5061 -0.6859 -4.4592
H: -1.8694 1.5759 -7.0785
H: 2.4283 -1.2716 -0.8951
H: -0.9757 -6.2329 1.2296
H: 3.7665 0.9337 -4.0106
H: 2.3253 -2.3399 -2.2107
H: 2.3496 1.5063 6.9899
H: -2.4092 1.8954 -5.4477
H: 2.2989 2.8191 -4.7533
H: 0.5848 2.7255 2.1165
H: 1.1028 -1.1914 -2.1758
H: 0.2653 1.1696 2.9004
H: 0.2013 2.4888 5.7379
H: -1.5135 3.1127 -6.6165
H: 2.0817 -2.8456 0.8494
H: 1.1156 1.0085 5.1744
H: 1.9020 1.8903 -3.2587
H: -1.7985 -5.1325 2.3885
H: 2.2434 3.2035 6.7216
H: -0.7818 2.5564 3.2781
H: 4.5043 0.6265 6.5076

Forces on atoms 1 to 2 (eV/Å):
0.2 4.0 5.1
-3.1 -4.3 1.1

Computed properties:
* HOMO (spin up / spin down): -11.0713 / -11.0708 eV
* LUMO (spin up / spin down): -7.15 / -7.33 eV
* expectation value of S²: 0.761
* net charge: +1
* spin multiplicity: 2

---

Here is a structure of composition C16H30F2N5O3P2Pd from the Open Molecules 2025 dataset. Energies are from wB97M-V/def2-TZVPD.

Atoms and positions in Å:
Pd: 1.4979 0.7590 0.3609
P: -0.0913 0.3262 -2.5527
P: -1.4172 -0.9335 -0.2059
F: 3.7027 1.0641 -1.1496
F: 4.0946 1.6151 0.9096
O: 0.9969 0.7901 -1.6552
O: -1.2816 -0.3924 -1.7449
O: -0.1816 -0.7062 0.5762
N: -1.7877 -2.5071 -0.3653
N: 0.3751 -0.7870 -3.6457
N: -0.7091 1.6055 -3.3535
N: -2.6910 -0.1118 0.4214
N: 1.9045 0.8604 2.3325
C: -0.7727 2.9220 -2.7270
C: 2.1712 0.4375 7.1092
C: 1.6863 -0.5868 -4.2656
C: -2.6849 -3.0592 -1.3696
C: -2.4549 1.3002 0.7268
C: 1.7487 0.4248 5.7925
C: -4.0508 -0.4098 -0.0165
C: -1.6705 1.4031 -4.4309
C: -1.2347 -3.4882 0.5676
C: -0.1932 -2.1128 -3.8195
C: 3.1607 1.6856 -0.0739
C: 3.9110 1.3073 5.1080
C: 4.3167 1.3123 6.4305
C: 2.6248 0.8619 4.7989
C: 3.4497 0.8793 7.4251
C: 2.2123 0.8539 3.4333
H: -2.0426 -4.0150 1.0796
H: -2.1681 -3.8232 -1.9545
H: -2.4298 1.9208 -0.1787
H: -4.2673 -0.0124 -1.0148
H: 1.9787 0.4598 -4.2032
H: -1.7661 3.1194 -2.3114
H: -1.5144 1.4121 1.2623
H: -4.7471 0.0413 0.6889
H: 5.3102 1.6539 6.6859
H: -3.5523 -3.5231 -0.8937
H: 1.5037 0.1022 7.8909
H: -2.6997 1.4089 -4.0581
H: -0.6269 -4.2153 0.0252
H: -0.0316 2.9948 -1.9360
H: 0.7571 0.0829 5.5298
H: -1.4791 0.4576 -4.9342
H: -0.6103 -2.9926 1.3051
H: -0.1335 -2.3850 -4.8744
H: -3.0397 -2.2833 -2.0440
H: 2.9952 2.7389 -0.3196
H: 2.4515 -1.1869 -3.7687
H: -4.2246 -1.4837 -0.0116
H: 1.6324 -0.8696 -5.3174
H: -3.2633 1.6561 1.3638
H: -0.5592 3.6852 -3.4764
H: -1.2343 -2.1204 -3.5298
H: 3.7737 0.8856 8.4572
H: 4.5728 1.6390 4.3196
H: -1.5633 2.2061 -5.1605
H: 0.3459 -2.8675 -3.2381

Forces on atoms 1 to 2 (eV/Å):
0.2 -0.4 0.0
0.2 -0.1 -0.3

Computed properties:
* ΔE to the lowest compared entry with this formula, charge and spin: 2.4 kcal per mole
* HOMO: -11.8310 eV
* LUMO: -2.21 eV
* net charge: +1

---

Question: What is the net charge in the first record?
Answer: +1